No. 1
Here is a single C4H5NO molecule from the OMol25 dataset. Energies are from the ωB97M-V functional and the def2-TZVPD basis.

Cartesian coordinates (Å):
C1 1.20992 -0.40579 0.52800
C2 -0.26399 -0.19376 0.73412
O1 -0.66358 1.17138 0.74980
C3 -1.15302 0.36118 -0.29979
C4 -0.64328 0.53088 -1.65272
N1 -0.26829 0.52993 -2.74691
H1 1.44460 -1.42773 0.21633
H2 1.59331 0.29368 -0.22008
H3 1.72104 -0.20608 1.47514
H4 -0.75169 -0.83067 1.47343
H5 -2.22502 0.17697 -0.25732

Computed properties:
Calculated total energy (Ha): -285.35646
Multiplicity: 1
ΔE to the lowest compared entry with this formula, charge and spin (kJ/mol): 152.6
Max |F| (eV/Å): 1.1
SMILES: C[C@H]1O[C@H]1C#N
E_LUMO (eV): 0.9
Orbital gap (eV): 11.98

These are the Löwdin partial charges, in e, on atoms 1 to 6:
1. C -0.030
2. C -0.296
3. O 0.012
4. C -0.257
5. C -0.149
6. N 0.164



No. 2
Here is C4H5NO as an isolated structure from the OMol25 dataset. Energies are from the ωB97M-V functional and the def2-TZVPD basis.

Cartesian coordinates (Å):
C1 0.78343 0.06651 -0.66197
C2 -0.69845 0.41530 -0.72084
C3 -1.10764 -0.01103 0.68497
O1 -2.13509 -0.02228 1.29110
C4 0.28508 -0.47626 1.16360
N1 1.07961 -0.93460 1.96304
H1 1.43064 -0.56073 0.70034
H2 1.45447 0.92435 -0.74723
H3 1.08491 -0.73695 -1.33810
H4 -1.26944 -0.14422 -1.46841
H5 -0.90751 1.47991 -0.86649

Computed properties:
Calculated total energy (Ha): -285.23181
Multiplicity: 1
ΔE to the lowest compared entry with this formula, charge and spin (kJ/mol): 479.9
Max |F| (eV/Å): 0.7
E_LUMO (eV): -0.3
Orbital gap (eV): 8.43

These are the Löwdin partial charges, in e, on atoms 1 to 6:
1. C -0.110
2. C -0.151
3. C -0.349
4. O 0.147
5. C -0.262
6. N 0.169



No. 3
Here is a single C4H5NO2 molecule from the OMol25 dataset. Energies are from the ωB97M-V functional and the def2-TZVPD basis.

Cartesian coordinates (Å):
H1 0.95101 1.88254 -0.10220
N1 0.15318 1.25355 -0.07102
C1 0.35291 -0.02203 -0.06291
C2 1.59361 -0.83710 -0.02650
C3 -0.99735 -0.62587 0.06995
O1 -1.36264 -1.67947 -0.36567
C4 -1.83824 0.83279 0.10314
O2 -2.84983 0.95130 -0.55033
H2 2.47851 -0.20260 -0.06600
H3 1.62820 -1.42158 0.89510
H4 1.57864 -1.55584 -0.84533
H5 -1.68800 1.42431 1.02177

Computed properties:
Calculated total energy (Ha): -360.56368
Multiplicity: 1
ΔE to the lowest compared entry with this formula, charge and spin (kJ/mol): 277.6
Max |F| (eV/Å): 4.3
SMILES: [H]/N=C(\C)C(=O)C=O
E_LUMO (eV): -0.6
Orbital gap (eV): 8.05

These are the Löwdin partial charges, in e, on atoms 1 to 6:
1. H 0.109
2. N 0.169
3. C -0.311
4. C -0.009
5. C -0.250
6. O 0.146



No. 4
Here is a single C4H5NO2 molecule from the OMol25 dataset. Energies are from the ωB97M-V functional and the def2-TZVPD basis.

Cartesian coordinates (Å):
O1 -2.51298 0.82283 0.40262
C1 -1.85270 -0.10757 0.01093
C2 -0.38808 0.01750 -0.32705
C3 0.55802 0.86766 0.50785
N1 1.85506 0.26669 0.13515
C4 1.56528 -0.91314 -0.22598
O2 0.25362 -1.26964 -0.31639
H1 -2.29713 -1.10675 -0.17569
H2 -0.27137 0.39570 -1.35496
H3 0.48188 1.92931 0.26893
H4 0.43583 0.74067 1.59084
H5 2.26670 -1.69836 -0.48546

Computed properties:
Calculated total energy (Ha): -360.61636
Multiplicity: 1
ΔE to the lowest compared entry with this formula, charge and spin (kJ/mol): 139.3
Max |F| (eV/Å): 0.6
SMILES: O=C[C@H]1CN=CO1
E_LUMO (eV): 0.6
Orbital gap (eV): 10.82

These are the Löwdin partial charges, in e, on atoms 1 to 6:
1. O 0.077
2. C -0.181
3. C -0.274
4. C -0.142
5. N 0.077
6. C -0.226



No. 5
Here is a single C4H5NO2 molecule from the OMol25 dataset. Energies are from the ωB97M-V functional and the def2-TZVPD basis.

Cartesian coordinates (Å):
N1 1.05763 0.36882 0.86303
C1 0.89051 -0.92745 0.18758
O1 0.67771 -0.60264 -1.17894
C2 -0.42051 0.25781 -0.98673
C3 -0.19951 0.90804 0.35972
C4 -1.15000 -0.31882 0.17396
O2 -0.38581 -1.39677 0.62250
H1 1.42501 1.10433 0.20914
H2 1.64163 -1.70475 0.32501
H3 -0.82278 0.72325 -1.86490
H4 -0.53060 1.82562 0.81204
H5 -2.18329 -0.23745 0.47759

Computed properties:
Calculated total energy (Ha): -360.55450
Multiplicity: 1
ΔE to the lowest compared entry with this formula, charge and spin (kJ/mol): 301.7
Max |F| (eV/Å): 2.9
SMILES: N1[C@@H]2O[C@@H]3[C@H]1[C@@H]3O2
E_LUMO (eV): 1.0
Orbital gap (eV): 10.52

These are the Löwdin partial charges, in e, on atoms 1 to 6:
1. N 0.091
2. C -0.328
3. O 0.009
4. C -0.188
5. C -0.198
6. C -0.165



No. 6
Here is C4H5NO2 as an isolated structure from the OMol25 dataset. Energies are from the ωB97M-V functional and the def2-TZVPD basis.

Cartesian coordinates (Å):
C1 -0.22146 -0.73218 0.90407
C2 0.95486 -0.91805 1.50606
C3 1.13722 0.50377 -0.49590
C4 -1.14874 0.67225 -0.98223
N1 -0.05503 0.13181 -0.22374
O1 1.70046 1.03597 -1.31624
O2 2.03362 -0.32186 0.90973
H1 -1.06750 -1.31033 1.14246
H2 1.07437 -1.67733 2.29767
H3 -0.86101 0.89066 -1.98958
H4 -2.01079 0.07454 -1.07244
H5 -1.53600 1.65075 -0.67986

Computed properties:
Calculated total energy (Ha): -360.59117
Multiplicity: 1
ΔE to the lowest compared entry with this formula, charge and spin (kJ/mol): 205.4
Max |F| (eV/Å): 5.5
E_LUMO (eV): 0.7
Orbital gap (eV): 9.17

These are the Löwdin partial charges, in e, on atoms 1 to 6:
1. C -0.066
2. C -0.201
3. C -0.349
4. C -0.008
5. N -0.060
6. O 0.235